1.
63
Properties=species:S:1:pos:R:3 method="wB97M-V/def2-TZVPD" relative_energy_kcal_mol=5.2 spin_multiplicity=6 orbital_gap_ev="8.729 / 6.531" e_tot_ev=-126241.2567 total_charge=+3
Ir -0.350 0.393 1.050
S 1.795 -0.645 0.841
C 1.710 -0.590 2.569
C 2.633 -1.068 3.484
C 2.343 -0.903 4.834
C 1.174 -0.259 5.216
C 0.290 0.203 4.244
N 0.551 0.027 2.952
H 3.536 -1.560 3.149
H 3.026 -1.279 5.584
H 0.934 -0.114 6.260
H -0.634 0.703 4.498
C -2.085 7.089 -0.558
C -1.746 5.625 -0.885
C -2.821 4.726 -0.224
C -1.788 5.408 -2.398
Si -0.098 5.117 -0.061
Br 0.079 2.760 -0.243
C 0.360 5.591 1.729
C -0.948 5.336 2.516
C 1.475 4.742 2.349
C 0.726 7.078 1.858
C 1.673 5.697 -1.532
C 1.323 7.134 -1.747
C 2.874 5.425 -0.683
C 1.495 4.794 -2.713
H -3.083 7.292 -0.957
H -1.412 7.803 -1.026
H -2.132 7.287 0.511
H -3.757 4.931 -0.748
H -2.988 4.958 0.823
H -2.619 3.659 -0.330
H -2.828 5.497 -2.716
H -1.435 4.422 -2.708
H -1.231 6.173 -2.937
H -1.345 4.326 2.387
H -1.726 6.060 2.281
H -0.708 5.464 3.574
H 1.332 3.670 2.203
H 1.468 4.929 3.425
H 2.463 5.015 1.994
H -0.031 7.749 1.458
H 1.688 7.313 1.406
H 0.822 7.307 2.922
H 1.319 7.739 -0.844
H 0.418 7.278 -2.329
H 2.144 7.532 -2.367
H 3.018 6.163 0.100
H 3.731 5.514 -1.367
H 2.916 4.413 -0.281
H 0.642 5.044 -3.331
H 1.500 3.734 -2.470
H 2.394 4.961 -3.325
C -4.488 -1.050 0.395
S -3.253 -0.452 -0.740
C -2.998 -1.907 -1.734
O -1.959 -0.378 0.121
H -4.129 -1.952 0.889
H -5.378 -1.265 -0.199
H -4.710 -0.259 1.106
H -3.899 -2.046 -2.333
H -2.810 -2.767 -1.096
H -2.157 -1.705 -2.394

2.
62
Properties=species:S:1:pos:R:3 method="wB97M-V/def2-TZVPD" spin_multiplicity=3 orbital_gap_ev="4.741 / 4.699" e_tot_ev=-162898.1385 total_charge=-2
C 3.167 1.508 -1.678
C 3.333 0.741 -0.427
C 3.432 -0.648 -0.777
H 3.710 1.152 0.494
C 3.296 -0.778 -2.187
C 3.149 0.532 -2.757
H 3.218 0.753 -3.799
H 3.361 2.618 -1.797
H 3.574 -1.499 -0.117
H 3.496 -1.697 -2.705
Ni 1.152 1.849 -2.171
Br -0.891 0.217 -2.207
C -0.271 2.199 -3.924
C 0.837 1.860 -4.752
C 1.936 2.662 -4.389
H 0.740 1.288 -5.659
C 1.570 3.515 -3.296
C 0.160 3.221 -2.964
H -0.465 3.807 -2.338
H -1.291 1.926 -4.136
H 2.814 2.815 -5.001
H 2.086 4.388 -2.968
C 2.169 -1.097 2.962
Si 0.453 -0.368 2.901
C -0.609 -1.368 4.087
C 0.492 1.372 3.583
Si -0.309 -0.272 0.614
Si -0.760 -2.472 0.189
C -1.349 -3.587 1.594
C -2.125 -2.650 -1.090
C 0.786 -3.298 -0.487
Si -2.324 0.706 0.840
C -3.363 0.065 2.259
C -1.950 2.512 1.142
C -3.577 0.664 -0.557
H 2.556 -0.894 3.978
H 2.834 -0.640 2.210
H 2.150 -2.189 2.803
H -0.326 -1.010 5.091
H -1.685 -1.194 3.942
H -0.413 -2.449 4.032
H 0.831 2.068 2.801
H -0.484 1.723 3.964
H 1.221 1.390 4.412
H -2.027 -3.050 2.269
H -1.906 -4.419 1.133
H -0.529 -4.020 2.191
H -2.008 -1.885 -1.884
H -1.997 -3.644 -1.543
H -3.146 -2.556 -0.679
H 1.156 -2.840 -1.417
H 1.587 -3.258 0.265
H 0.531 -4.353 -0.677
H -2.953 0.324 3.242
H -4.311 0.600 2.112
H -3.555 -1.015 2.206
H -1.408 2.937 0.285
H -2.902 3.056 1.257
H -1.348 2.650 2.051
H -3.198 1.241 -1.413
H -3.806 -0.364 -0.892
H -4.514 1.152 -0.224

3.
66
Properties=species:S:1:pos:R:3 method="wB97M-V/def2-TZVPD" smiles="O=C1C=C(CCCCl)C(=O)O1.COCCNCCOC.COCCNCCOC" spin_multiplicity=1 orbital_gap_ev=7.562 e_tot_ev=-50129.5793
O 1.143 1.034 5.646
C 0.576 0.176 4.793
C 1.334 -0.125 3.361
C 0.595 -1.369 2.962
C 1.091 -2.059 1.559
C 0.041 -1.815 0.313
C 0.633 -0.549 -0.559
Cl -0.821 0.535 -0.977
C -0.552 -1.776 4.059
O -1.285 -2.889 4.199
O -0.697 -0.597 4.974
H 2.194 0.434 2.798
H 2.171 -1.604 1.330
H 1.199 -3.226 1.782
H -1.014 -1.576 0.780
H 0.019 -2.836 -0.304
H 1.413 0.111 0.020
H 1.179 -1.000 -1.510
C 5.762 5.002 -0.044
O 5.157 5.711 1.029
C 3.968 6.423 0.660
C 2.705 5.711 1.177
N 2.453 4.462 0.451
C 1.504 3.551 1.110
C 1.785 3.122 2.568
O 2.891 2.235 2.722
C 4.166 2.860 2.656
H 6.779 4.737 0.259
H 5.229 4.075 -0.255
H 5.820 5.614 -0.952
H 3.918 6.610 -0.421
H 4.032 7.398 1.155
H 1.843 6.374 1.060
H 2.853 5.533 2.245
H 3.330 3.962 0.328
H 1.467 2.646 0.494
H 0.512 4.008 1.064
H 0.909 2.555 2.900
H 1.866 3.969 3.257
H 4.170 3.847 3.129
H 4.493 2.916 1.621
H 4.884 2.226 3.185
C -4.734 -1.333 -4.050
O -5.495 -2.373 -3.449
C -5.494 -3.600 -4.193
C -4.594 -4.657 -3.528
N -3.174 -4.316 -3.657
C -2.281 -5.056 -2.752
C -2.571 -5.016 -1.234
O -2.311 -3.758 -0.615
C -3.310 -2.771 -0.836
H -5.020 -0.390 -3.576
H -3.667 -1.477 -3.881
H -4.936 -1.254 -5.125
H -5.231 -3.443 -5.247
H -6.525 -3.970 -4.168
H -4.773 -5.630 -3.996
H -4.899 -4.723 -2.481
H -3.048 -3.324 -3.474
H -1.275 -4.655 -2.914
H -2.262 -6.100 -3.077
H -1.875 -5.720 -0.766
H -3.571 -5.378 -0.979
H -4.320 -3.195 -0.841
H -3.101 -2.238 -1.760
H -3.253 -2.040 -0.024

Please write out number 1 again, unchanged.
63
Properties=species:S:1:pos:R:3 method="wB97M-V/def2-TZVPD" relative_energy_kcal_mol=5.2 spin_multiplicity=6 orbital_gap_ev="8.729 / 6.531" e_tot_ev=-126241.2567 total_charge=+3
Ir -0.350 0.393 1.050
S 1.795 -0.645 0.841
C 1.710 -0.590 2.569
C 2.633 -1.068 3.484
C 2.343 -0.903 4.834
C 1.174 -0.259 5.216
C 0.290 0.203 4.244
N 0.551 0.027 2.952
H 3.536 -1.560 3.149
H 3.026 -1.279 5.584
H 0.934 -0.114 6.260
H -0.634 0.703 4.498
C -2.085 7.089 -0.558
C -1.746 5.625 -0.885
C -2.821 4.726 -0.224
C -1.788 5.408 -2.398
Si -0.098 5.117 -0.061
Br 0.079 2.760 -0.243
C 0.360 5.591 1.729
C -0.948 5.336 2.516
C 1.475 4.742 2.349
C 0.726 7.078 1.858
C 1.673 5.697 -1.532
C 1.323 7.134 -1.747
C 2.874 5.425 -0.683
C 1.495 4.794 -2.713
H -3.083 7.292 -0.957
H -1.412 7.803 -1.026
H -2.132 7.287 0.511
H -3.757 4.931 -0.748
H -2.988 4.958 0.823
H -2.619 3.659 -0.330
H -2.828 5.497 -2.716
H -1.435 4.422 -2.708
H -1.231 6.173 -2.937
H -1.345 4.326 2.387
H -1.726 6.060 2.281
H -0.708 5.464 3.574
H 1.332 3.670 2.203
H 1.468 4.929 3.425
H 2.463 5.015 1.994
H -0.031 7.749 1.458
H 1.688 7.313 1.406
H 0.822 7.307 2.922
H 1.319 7.739 -0.844
H 0.418 7.278 -2.329
H 2.144 7.532 -2.367
H 3.018 6.163 0.100
H 3.731 5.514 -1.367
H 2.916 4.413 -0.281
H 0.642 5.044 -3.331
H 1.500 3.734 -2.470
H 2.394 4.961 -3.325
C -4.488 -1.050 0.395
S -3.253 -0.452 -0.740
C -2.998 -1.907 -1.734
O -1.959 -0.378 0.121
H -4.129 -1.952 0.889
H -5.378 -1.265 -0.199
H -4.710 -0.259 1.106
H -3.899 -2.046 -2.333
H -2.810 -2.767 -1.096
H -2.157 -1.705 -2.394